# 1
ORCA calculation (ωB97M-V/def2-TZVPD) on a cluster of 2 separate species, CHClF2OS in total at a distorted geometry.

Last column: Mulliken charge in e.
Element x y z (Å)
Cl: 1.90 1.81 0.05  -0.147
S: 1.61 -0.11 -0.65  0.460
F: -1.34 -0.46 1.29  -0.174
F: -1.67 -1.04 -0.80  -0.186
O: 2.22 -1.00 0.30  -0.360
C: -1.20 -0.10 0.02  0.110
H: -1.52 0.90 -0.22  0.297

As for the LUMO energy (spin up / spin down): -0.148 / -1.301 eV. The HOMO energy (spin up / spin down) comes out at -9.23 / -9.30 eV. As for the charge: 0. For the orbital gap (spin up / spin down), the calculation gives 9.08 / 8.00 eV. For the molecular weight, the calculation gives 134.5 u. Its energy relative to the best compared isomer or geometry (same formula, charge and spin) is 33.7 kcal per mole.

---

# 2
ORCA calculation (ωB97M-V/def2-TZVPD) on an isolated molecule of C10H14BN at a distorted geometry.

Last column: Mulliken charge in e.
Element x y z (Å)
N: -1.51 -0.66 0.35  0.047
C: 3.18 -0.58 -1.16  -0.678
C: -2.80 1.18 -0.42  -0.673
C: 3.84 0.04 -0.06  -0.115
C: 3.09 0.65 0.94  -0.649
C: -1.32 1.46 -0.88  -0.890
C: 1.68 0.68 0.88  -0.171
C: 0.99 0.17 -0.23  0.337
C: -2.85 -0.35 -0.11  -0.592
C: 1.82 -0.49 -1.16  -0.237
C: -1.33 -1.79 1.26  -1.069
B: -0.56 0.18 -0.24  0.170
H: -0.49 -2.36 0.98  0.319
H: -1.08 -1.32 2.27  0.292
H: -1.34 1.24 -1.93  0.271
H: -2.24 -2.36 1.25  0.390
H: 3.53 1.21 1.72  0.368
H: -2.99 -0.90 -1.02  0.341
H: -2.68 1.73 0.61  0.198
H: 1.28 -1.05 -1.98  0.190
H: 1.16 1.09 1.74  0.330
H: -0.93 2.41 -0.63  0.424
H: 3.77 -1.25 -1.79  0.353
H: 5.00 0.01 -0.01  0.239
H: -3.67 -0.43 0.66  0.358
H: -3.54 1.53 -1.05  0.447

As for the LUMO energy: 0.687 eV. The HOMO energy comes out at -8.82 eV. As for the charge: 0. For the orbital gap, the calculation gives 9.51 eV. For the molecular weight, the calculation gives 159.0 u. As for the structure (SMILES): CN1CCCB1c1ccccc1. Its energy relative to the best compared isomer or geometry (same formula, charge and spin) is 0.0 kcal per mole.

---

# 3
ORCA calculation (ωB97M-V/def2-TZVPD) on an isolated molecule of C4H12N2 at a distorted geometry.

Last column: Mulliken charge in e.
Element x y z (Å)
N: 0.86 -0.52 -0.37  -0.396
N: 0.28 -1.96 0.39  -0.378
C: 0.49 2.76 0.46  -1.194
C: -0.25 0.16 0.11  -0.375
C: 0.34 1.69 -0.60  -0.416
C: -0.75 -2.87 -0.03  -0.730
H: 1.22 1.65 -1.23  0.335
H: -0.50 1.89 -1.28  0.283
H: -0.36 -3.90 -0.04  0.298
H: -1.25 -0.01 -0.31  0.316
H: 0.73 -0.75 -1.36  0.269
H: 0.69 3.73 0.00  0.357
H: 1.31 2.51 1.13  0.315
H: -1.07 -2.62 -1.05  0.274
H: -0.24 0.32 1.19  0.296
H: -0.42 2.86 1.05  0.323
H: -1.65 -2.85 0.61  0.247
H: 0.60 -2.08 1.35  0.175

As for the LUMO energy: 1.134 eV. The HOMO energy comes out at -7.71 eV. As for the charge: 0. For the orbital gap, the calculation gives 8.84 eV. For the molecular weight, the calculation gives 88.2 u. As for the structure (SMILES): CCCNNC. Its energy relative to the best compared isomer or geometry (same formula, charge and spin) is 102.8 kcal per mole.

---

# 4
ORCA calculation (ωB97M-V/def2-TZVPD) on a structure of composition C13H13N3O3S3 at a distorted geometry.

Last column: Mulliken charge in e.
Element x y z (Å)
S: 4.49 -0.11 -1.39  -0.178
S: -0.13 -2.69 -0.80  -0.089
S: 3.13 -1.21 1.18  0.025
O: -3.03 0.20 0.46  -0.366
O: 3.14 2.00 1.45  -0.578
O: -4.04 1.20 -1.29  -0.535
N: 1.69 -1.95 1.00  -0.414
N: 2.22 1.67 -0.61  -0.130
N: 2.20 -1.47 -1.17  -0.427
C: -4.09 0.50 -0.32  0.686
C: 3.24 1.73 0.28  0.283
C: 3.23 -0.97 -0.56  0.597
C: -0.96 1.07 1.19  -0.169
C: 1.36 -2.01 -0.26  0.393
C: -1.25 0.61 -1.15  -0.391
C: -0.90 -3.00 0.81  -0.686
C: -1.75 0.64 0.14  0.073
C: 0.87 1.41 -0.33  0.367
C: -5.33 -0.17 0.22  -1.133
C: 4.60 1.38 -0.32  -0.626
C: 0.35 1.45 0.96  -0.560
C: 0.06 0.99 -1.38  -0.595
H: -1.85 -3.49 0.61  0.367
H: -6.21 0.34 -0.16  0.340
H: 5.31 1.21 0.49  0.383
H: 0.46 0.94 -2.38  0.291
H: 4.97 2.18 -0.97  0.403
H: -0.25 -3.64 1.40  0.322
H: -5.32 -0.16 1.30  0.334
H: 0.97 1.77 1.78  0.520
H: 2.46 1.51 -1.58  0.245
H: -1.86 0.27 -1.97  0.449
H: -1.36 1.08 2.19  0.429
H: -5.34 -1.20 -0.12  0.272
H: -1.06 -2.06 1.32  0.100

As for the LUMO energy: 0.218 eV. The HOMO energy comes out at -8.45 eV. As for the charge: 0. For the orbital gap, the calculation gives 8.66 eV. For the molecular weight, the calculation gives 355.5 u. Its energy relative to the best compared isomer or geometry (same formula, charge and spin) is 16.0 kcal per mole.

---

# 5
ORCA calculation (ωB97M-V/def2-TZVPD) on a cluster of 2 separate species, CH4O3 in total at a distorted geometry.

Last column: Mulliken charge in e.
Element x y z (Å)
O: 0.00 0.00 0.00  -0.411
O: 0.38 -0.33 -2.20  -0.452
O: 0.79 -1.96 -5.10  -0.643
C: 0.80 0.11 -1.14  0.262
H: 0.75 -2.56 -4.31  0.315
H: 0.56 0.26 0.78  0.345
H: 1.80 0.55 -0.96  0.244
H: 0.75 -1.05 -4.72  0.340

As for the LUMO energy: 0.330 eV. The HOMO energy comes out at -10.97 eV. As for the charge: 0. For the orbital gap, the calculation gives 11.30 eV. For the molecular weight, the calculation gives 64.0 u. As for the structure (SMILES): O=CO.O. Its energy relative to the best compared isomer or geometry (same formula, charge and spin) is 13.2 kcal per mole.

---

# 6
ORCA calculation (ωB97M-V/def2-TZVPD) on a structure of composition C31H27CrF6GeN2O9S2.

Last column: Mulliken charge in e.
Element x y z (Å)
Ge: 0.55 -2.36 2.27  1.376
Cr: -0.30 -0.50 -0.69  0.368
S: -2.57 0.84 -0.27  0.218
S: -3.63 2.92 1.29  0.886
F: -3.57 2.25 3.86  -0.228
F: -1.57 -1.21 -2.50  0.750
F: -2.80 0.20 -3.66  -0.126
F: -5.32 3.37 3.25  -0.248
F: -5.13 1.28 2.72  -0.252
F: -3.74 -1.48 -2.75  -0.162
O: 0.01 0.66 2.12  1.678
O: 1.12 -0.22 -2.10  -0.303
O: -4.71 3.01 0.34  -0.660
O: -2.13 -0.52 0.30  -0.559
O: 2.14 -1.54 -3.63  -0.684
O: -1.21 1.25 -0.87  -0.458
O: 0.40 -3.57 -2.14  -0.554
O: 0.98 -2.11 -0.48  -0.289
O: -2.97 4.15 1.66  -0.732
N: -2.64 1.73 1.11  -0.194
N: 2.15 2.88 0.40  -0.234
C: 4.49 -1.69 3.58  -0.736
C: 0.46 3.61 2.03  -0.285
C: 1.30 -7.06 2.73  -0.400
C: 0.24 -5.05 3.51  -0.357
C: 1.68 -4.97 1.61  -0.046
C: 1.91 -6.33 1.72  -0.840
C: 2.73 -0.41 1.86  0.249
C: 0.27 4.11 -0.41  -0.551
C: -2.67 -1.18 -3.58  -1.297
C: 1.07 2.66 3.06  -0.830
C: -0.11 -2.21 0.43  0.141
C: 1.00 3.51 0.62  0.532
C: 3.22 -2.22 3.36  -0.283
C: 0.87 -2.53 -1.85  0.650
C: 0.74 4.03 -1.70  -0.380
C: -4.45 2.42 2.86  0.645
C: 2.59 2.81 -0.86  -0.136
C: 4.88 -0.52 2.94  -0.581
C: -0.71 -1.85 3.66  0.007
C: -2.03 -1.48 3.39  -0.243
C: 0.20 1.43 3.30  -0.708
C: -2.89 -1.13 4.41  -0.466
C: 0.84 -4.30 2.51  -0.376
C: -0.28 -1.86 4.99  -0.142
C: 1.45 -1.32 -2.66  0.356
C: 2.32 -1.58 2.50  -0.051
C: -1.15 -1.51 6.02  -0.722
C: 0.46 -6.42 3.63  -0.731
C: -2.45 -1.14 5.73  -0.686
C: 1.94 3.36 -1.94  -0.559
C: 4.00 0.11 2.08  -0.684
H: 0.68 0.78 4.04  0.268
H: -0.43 -4.56 4.21  0.251
H: 0.59 4.65 2.36  0.615
H: -0.89 0.82 1.79  -0.839
H: 3.51 2.25 -1.01  0.308
H: -0.68 4.57 -0.18  0.385
H: 2.32 3.21 -2.94  0.371
H: 4.28 1.03 1.58  0.386
H: -0.03 -6.98 4.41  0.377
H: 2.56 -6.83 1.00  0.387
H: 0.74 -2.14 5.23  0.359
H: -3.90 -0.82 4.18  0.452
H: 1.20 3.17 4.02  0.285
H: -0.84 -2.96 0.12  0.545
H: 0.17 4.44 -2.52  0.354
H: 1.47 -8.13 2.81  0.369
H: 5.87 -0.11 3.12  0.352
H: -0.77 1.72 3.70  0.253
H: 2.06 2.34 2.73  0.388
H: -2.37 -1.42 2.36  0.290
H: -3.13 -0.85 6.53  0.350
H: 2.94 -3.14 3.85  0.378
H: 2.17 -4.41 0.81  0.359
H: 5.17 -2.20 4.25  0.378
H: -0.62 3.46 1.98  -0.379
H: -0.79 -1.51 7.05  0.384
H: 2.06 0.13 1.20  0.292

As for the LUMO energy (spin up / spin down): 4.005 / 4.006 eV. The HOMO energy (spin up / spin down) comes out at -2.09 / -2.17 eV. As for the charge: -2. For the orbital gap (spin up / spin down), the calculation gives 6.10 / 6.18 eV. For the molecular weight, the calculation gives 874.3 u. Its multiplicity is 4.